Record 1
Density functional theory data (ωB97M-V/def2-TZVPD) for a molecular structure, C37H53N4O2P2Sr.

XYZ file:
```
99
Properties=species:S:1:pos:R:3:forces:R:3:lowdin_charge:R:1
C -2.0322 -1.6264 -1.6057 -0.271 -0.480 -0.092 -0.38
C -2.7900 -0.1841 0.0835 0.853 0.914 1.081 -0.37
C -3.3320 -1.9548 -1.9792 1.201 -0.451 -0.368 -0.08
C -4.1247 -0.3820 -0.3649 -0.626 -0.126 -0.511 -0.05
C -4.3899 -1.2713 -1.3846 -0.248 0.771 0.684 -0.08
H -3.4795 -2.7286 -2.7300 -0.091 0.235 0.102 0.11
H -4.9112 0.1928 0.1377 0.234 -0.413 -0.246 0.11
H -5.4068 -1.4391 -1.7298 0.103 0.021 0.139 0.11
N -1.7497 -0.7192 -0.6466 -0.025 -0.325 0.086 -0.02
P 0.5073 -1.1677 -2.6382 0.069 0.309 0.333 1.05
P -1.2859 0.7859 2.4556 0.463 0.374 -0.746 0.97
C -0.8457 -2.3498 -2.2812 -0.764 -0.014 0.362 -0.27
H -0.4881 -3.1505 -1.6124 -0.051 0.442 -0.080 0.08
H -1.1973 -2.8592 -3.1908 0.128 0.157 0.321 0.08
C 3.1044 0.4166 1.3028 2.564 -0.378 2.083 0.01
O 3.9910 0.2748 2.0147 -2.522 0.374 -2.021 0.09
C -2.5735 0.6065 1.2669 -0.631 0.732 -1.301 -0.34
H -3.4347 1.2506 1.4940 -0.015 -0.539 0.003 0.05
C -1.8985 -0.3047 3.9109 0.375 0.670 0.199 -0.68
C -1.2570 2.6975 2.8558 -0.320 -1.069 0.317 -0.68
C 2.0483 -2.2576 -2.8110 -0.475 0.368 -0.494 -0.71
C -0.1254 -0.3383 -4.2455 0.522 -0.511 0.371 -0.67
C -0.6497 -0.7959 4.6657 -0.263 -0.054 0.181 -0.10
H -0.0991 0.0381 5.1228 -0.081 -0.187 -0.157 0.07
H -0.9756 -1.4652 5.4738 0.158 0.081 -0.044 0.09
H 0.0318 -1.3541 4.0133 -0.106 0.155 0.122 0.05
C -2.8191 0.4526 4.8655 -0.122 -0.309 0.394 -0.11
H -2.3120 1.2602 5.4058 -0.125 -0.134 -0.170 0.07
H -3.7067 0.8387 4.3506 0.209 -0.053 0.099 0.08
H -3.1738 -0.2620 5.6220 0.000 0.137 -0.024 0.09
C -2.7007 -1.4961 3.3758 0.043 0.064 0.033 -0.09
H -2.8994 -2.1930 4.2028 0.125 0.123 -0.074 0.10
H -3.6692 -1.1776 2.9772 0.249 -0.046 -0.091 0.09
H -2.1576 -2.0447 2.6040 -0.241 0.194 0.054 0.03
C -0.2440 2.9372 3.9949 -0.170 0.130 -0.071 -0.10
H 0.7660 2.5992 3.7227 -0.230 -0.008 0.032 0.07
H -0.1896 4.0165 4.1990 0.025 -0.173 0.005 0.09
H -0.5334 2.4452 4.9350 0.062 0.091 -0.326 0.07
C -0.7950 3.4661 1.6013 -0.136 -0.148 0.145 -0.13
H 0.2341 3.2221 1.2967 -0.070 -0.034 0.124 0.05
H -1.4651 3.3079 0.7460 0.066 -0.093 0.200 0.07
H -0.8084 4.5423 1.8300 0.071 -0.207 -0.046 0.09
C -2.6414 3.2173 3.2441 0.075 0.525 0.194 -0.10
H -3.0410 2.7530 4.1488 0.157 0.172 -0.302 0.05
H -2.5512 4.2933 3.4520 -0.147 -0.076 -0.064 0.09
H -3.3656 3.0949 2.4334 0.096 0.006 0.097 0.07
C 1.0258 0.4831 -4.8507 -0.125 0.000 -0.187 -0.09
H 0.6425 1.0033 -5.7411 0.145 -0.059 0.170 0.09
H 1.3874 1.2492 -4.1471 -0.053 -0.224 -0.134 0.07
H 1.8746 -0.1370 -5.1722 -0.258 0.168 0.096 0.07
C -1.2598 0.6228 -3.8470 -0.010 0.058 0.075 -0.09
H -2.1272 0.0977 -3.4295 0.197 0.118 -0.087 0.08
H -0.9238 1.3776 -3.1230 -0.062 -0.296 -0.186 0.04
H -1.5898 1.1554 -4.7510 0.055 -0.102 0.149 0.10
C -0.6793 -1.3493 -5.2555 0.001 0.190 -0.362 -0.08
H -1.0036 -0.7847 -6.1420 0.021 -0.174 0.107 0.09
H 0.0656 -2.0815 -5.5864 -0.220 0.194 0.093 0.07
H -1.5613 -1.8803 -4.8758 0.228 0.179 -0.093 0.08
C 2.1006 -3.2570 -1.6346 0.008 0.075 -0.161 -0.10
H 1.3548 -4.0557 -1.7402 0.204 0.215 0.039 0.08
H 3.0911 -3.7352 -1.6196 -0.195 0.128 -0.039 0.09
H 1.9560 -2.7676 -0.6603 -0.027 -0.048 -0.176 0.06
C 3.2760 -1.3241 -2.7393 0.009 -0.194 -0.100 -0.10
H 3.3405 -0.8084 -1.7670 -0.056 -0.163 -0.206 0.06
H 4.1873 -1.9292 -2.8592 -0.155 0.204 0.037 0.09
H 3.2679 -0.5605 -3.5300 0.002 -0.225 0.231 0.07
C 2.0230 -3.0168 -4.1407 0.560 -0.366 -0.001 -0.10
H 1.1154 -3.6253 -4.2557 0.204 0.192 0.053 0.09
H 2.1249 -2.3504 -5.0079 -0.079 -0.161 0.271 0.07
H 2.8828 -3.7045 -4.1623 -0.181 0.079 -0.101 0.09
Sr 0.4937 0.5889 -0.0924 -1.309 -0.348 0.357 1.10
N 0.3934 -1.4053 1.3537 -1.843 -3.839 0.429 0.02
C -0.1782 -2.4276 1.5206 3.035 2.738 -0.455 -0.15
C -0.3219 -3.8104 1.8397 -0.760 -0.998 0.355 -0.22
C 0.8729 -4.4777 2.1708 0.035 -0.069 0.166 -0.02
C -1.5610 -4.4792 1.9417 0.418 -0.116 0.100 -0.02
C 0.8443 -5.8012 2.6100 -0.197 0.347 -0.167 -0.06
H 1.8168 -3.9305 2.1275 -0.294 -0.188 -0.050 0.12
C -1.5759 -5.7969 2.4063 0.101 0.159 -0.176 -0.05
H -2.4923 -3.9725 1.6833 0.323 -0.136 0.093 0.12
C -0.3844 -6.4564 2.7247 0.124 0.251 -0.028 -0.06
H 1.7814 -6.2942 2.8773 -0.374 0.101 -0.101 0.12
H -2.5275 -6.3135 2.5284 0.252 0.137 -0.100 0.11
H -0.4023 -7.4837 3.0774 -0.091 0.160 -0.040 0.11
N 1.4683 7.1892 -3.6368 0.371 -0.456 0.374 0.17
C 2.3515 6.2250 -3.2036 0.475 1.108 -0.638 -0.47
O 3.5624 6.3513 -3.3221 -1.100 -0.399 0.236 0.08
C 1.7288 4.9886 -2.6270 -0.339 -0.911 0.377 -0.10
C 0.3462 4.7403 -2.6233 0.170 -0.062 0.083 0.02
C -0.1411 3.5765 -2.0364 1.166 -0.426 0.241 -0.11
N 0.6938 2.6471 -1.4974 0.187 1.167 -0.483 -0.11
C 2.0335 2.8691 -1.5145 -1.247 0.456 -0.362 -0.14
C 2.5735 4.0206 -2.0672 0.288 0.055 0.037 0.03
H 1.8849 8.0610 -3.9258 -0.035 -0.040 -0.005 0.12
H 0.5127 7.2185 -3.3138 0.270 0.024 -0.086 0.09
H -0.3732 5.4226 -3.0766 0.255 -0.181 0.144 0.12
H -1.2131 3.3707 -2.0001 0.367 -0.027 0.037 0.13
H 2.6810 2.0997 -1.0661 -0.233 0.324 -0.245 0.09
H 3.6553 4.1603 -2.0556 -0.348 0.166 -0.113 0.13
```
Forces are in eV/Å.

Values from the calculation:
* energy above the lowest of the compared OMol25 structures with the same formula, charge and spin: 0.00 kcal/mol
* E_HOMO: -0.30241 Eh
* Kohn-Sham gap: 5.04 eV
* net charge: +1
* E: -68694.2519 eV
* largest force on an atom: 4.28 eV Å⁻¹
* lowest unoccupied orbital energy: -3.19 eV

---

Record 2
Density functional theory data (ωB97M-V/def2-TZVPD) for a molecular structure, C37H54FeN5O2PS.

XYZ file:
```
101
Properties=species:S:1:pos:R:3:forces:R:3:lowdin_charge:R:1
Fe 0.2745 0.1522 -0.1126 0.761 -0.568 0.251 0.90
C -2.5775 1.5329 -1.7397 -0.147 -0.129 -0.016 -0.08
N -1.3878 1.8736 -0.9667 0.408 -0.426 0.261 -0.23
C -0.5295 2.7252 -1.8049 0.257 0.179 -0.168 -0.19
C 0.9135 2.9061 -1.3108 -0.002 -0.322 -0.229 -0.20
C 1.9371 2.0987 -2.1092 0.122 0.470 -0.066 -0.22
N 1.8427 0.7015 -1.7466 -0.600 -0.533 0.632 0.00
C 2.8045 -0.0853 -2.0575 -0.111 0.334 -0.155 -0.09
C 2.8473 -1.5079 -1.8764 -0.322 -0.565 0.390 -0.14
C 3.9833 -2.1905 -2.3381 -0.020 0.027 0.047 -0.06
C 4.1128 -3.5529 -2.2347 0.267 -0.006 -0.103 -0.11
C 3.0784 -4.2926 -1.6615 -0.008 0.086 -0.069 -0.09
C 1.9532 -3.6694 -1.1986 -0.201 0.152 0.066 -0.02
C 1.7915 -2.2609 -1.2619 0.781 -0.018 -0.327 -0.36
O 0.7227 -1.7379 -0.7865 -0.968 1.069 0.680 -0.18
C -1.7531 2.6052 0.2514 -0.063 0.037 0.410 -0.21
C -2.6519 1.8635 1.2554 0.141 -0.266 -0.086 -0.15
C -2.3737 0.3759 1.5261 -0.651 0.089 0.010 -0.25
N -1.0055 0.0704 1.8267 0.484 -0.132 -0.858 0.00
C -0.7146 -0.8044 2.7206 -0.281 0.280 -0.241 -0.10
C 0.6011 -1.3135 2.9598 0.656 0.010 -0.325 -0.16
C 0.7695 -2.4277 3.7925 0.005 -0.049 0.014 -0.06
C 1.9925 -3.0328 3.9460 -0.140 -0.220 0.209 -0.11
C 3.0980 -2.5317 3.2563 -0.044 0.045 -0.027 -0.09
C 2.9754 -1.4416 2.4382 0.031 0.092 -0.026 -0.01
C 1.7342 -0.7873 2.2557 -0.147 -0.432 0.340 -0.40
O 1.6635 0.2561 1.5055 -0.191 0.408 -0.930 -0.18
H -3.0758 2.4273 -2.1428 0.096 0.061 0.091 0.10
H -3.2891 1.0042 -1.1159 -0.039 -0.076 0.030 0.05
H -2.3107 0.8825 -2.5680 0.044 -0.019 -0.040 0.06
H -1.0081 3.7142 -1.9131 -0.016 -0.174 -0.045 0.13
H -0.4962 2.2647 -2.7946 -0.094 0.021 -0.044 0.12
H 1.0099 2.5772 -0.2715 0.016 0.256 0.071 0.01
H 1.1780 3.9631 -1.3380 0.031 -0.004 0.102 0.11
H 2.9457 2.4897 -1.9157 -0.086 -0.073 -0.011 0.12
H 1.7483 2.1993 -3.1881 0.011 0.070 0.118 0.12
H 3.6982 0.3336 -2.5474 -0.169 0.023 0.011 0.13
H 4.7762 -1.6079 -2.7874 0.110 0.054 -0.056 0.11
H 5.0042 -4.0494 -2.5839 0.095 -0.017 -0.078 0.09
H 3.1614 -5.3657 -1.5848 0.033 -0.154 0.029 0.10
H 1.1535 -4.2372 -0.7448 -0.068 -0.036 0.067 0.10
H -2.2763 3.5409 -0.0229 0.138 -0.080 -0.013 0.13
H -0.8231 2.8902 0.7463 -0.035 0.034 0.030 0.05
H -3.6931 1.9255 0.9303 -0.050 0.037 0.055 0.11
H -2.5838 2.4063 2.2018 -0.033 0.064 -0.030 0.10
H -2.6144 -0.2047 0.6230 -0.119 0.105 0.149 0.05
H -3.0565 0.0464 2.3314 0.111 -0.002 -0.175 0.12
H -1.5155 -1.2535 3.3253 -0.054 0.145 0.002 0.13
H -0.0977 -2.8323 4.2984 -0.101 -0.022 0.077 0.11
H 2.0985 -3.9022 4.5763 -0.021 -0.064 0.083 0.09
H 4.0578 -3.0151 3.3621 0.115 -0.057 0.013 0.10
H 3.8192 -1.0537 1.8869 0.075 0.055 -0.047 0.11
C -4.9305 -1.5661 -0.8178 0.109 0.069 -0.189 -0.14
C -4.0924 -2.2924 -1.8743 0.439 0.113 0.187 -0.53
C -4.7572 -3.6326 -2.1683 0.115 0.121 -0.127 -0.12
P -2.2556 -2.2088 -1.3655 -0.306 -0.892 -0.454 1.12
C -1.9254 -3.7352 -0.3120 0.012 0.396 0.001 -0.54
C -2.7386 -3.6361 0.9761 0.129 -0.009 -0.070 -0.12
C -2.0045 -5.1345 -0.9156 0.085 0.227 0.039 -0.10
C -1.3149 -2.6412 -2.9475 -0.106 0.336 0.261 -0.54
C -0.8610 -1.3205 -3.5754 0.071 -0.152 0.200 -0.14
C -1.9713 -3.5079 -4.0183 0.137 -0.004 0.238 -0.12
H -5.9608 -1.4521 -1.1592 -0.052 0.014 0.001 0.08
H -4.5285 -0.5790 -0.6017 -0.046 0.086 0.075 0.03
H -4.9463 -2.1338 0.1089 -0.043 -0.006 0.141 0.06
H -4.1114 -1.6885 -2.7910 0.021 0.015 0.003 0.10
H -4.8365 -4.2278 -1.2641 -0.036 -0.119 0.127 0.06
H -4.2338 -4.2088 -2.9211 0.058 -0.119 -0.042 0.05
H -5.7683 -3.4541 -2.5351 -0.134 -0.017 -0.009 0.08
H -0.8792 -3.5535 -0.0412 -0.019 0.056 -0.026 0.07
H -3.7833 -3.8852 0.8053 -0.144 -0.024 0.029 0.06
H -2.6818 -2.6271 1.3797 -0.087 0.129 0.122 0.05
H -2.3509 -4.3184 1.7312 0.029 -0.114 0.070 0.08
H -3.0154 -5.4080 -1.1993 -0.100 -0.049 -0.061 0.06
H -1.6622 -5.8567 -0.1729 0.031 -0.087 0.043 0.08
H -1.3592 -5.2269 -1.7847 0.059 -0.064 -0.106 0.06
H -0.4228 -3.1566 -2.5764 -0.060 0.037 0.009 0.08
H -1.7194 -0.7700 -3.9629 -0.066 0.090 -0.068 0.06
H -0.1815 -1.5081 -4.4059 0.081 0.027 -0.113 0.08
H -0.3435 -0.7110 -2.8318 0.004 0.057 -0.153 0.03
H -2.8547 -3.0266 -4.4349 -0.105 -0.003 -0.044 0.07
H -2.2394 -4.4950 -3.6513 -0.095 -0.039 -0.006 0.05
H -1.2534 -3.6479 -4.8263 0.008 -0.011 -0.152 0.08
N 1.4508 2.0642 3.8885 -0.160 0.133 0.298 0.11
C 1.0500 3.2882 3.4964 0.245 -0.264 0.029 -0.86
S 1.3442 3.8007 1.9558 0.218 0.219 -0.643 0.73
N 0.4498 4.0949 4.4251 0.111 -0.370 0.454 0.04
C -0.1356 5.3263 4.0640 -0.243 0.384 -0.065 -0.30
C -1.1293 5.3351 3.0901 -0.059 0.093 0.129 -0.07
C -1.6911 6.5287 2.6812 -0.004 -0.047 0.002 -0.08
C -1.2686 7.7242 3.2407 0.073 0.129 0.053 -0.09
C -0.3032 7.7144 4.2336 -0.097 0.123 0.002 -0.09
C 0.2555 6.5196 4.6561 0.065 -0.322 -0.046 -0.03
H 1.7226 1.4301 3.1400 0.021 0.112 -0.055 0.05
H 1.1255 1.6581 4.7516 -0.056 0.055 -0.024 0.11
H 0.7096 3.9717 5.3949 -0.109 -0.067 -0.135 0.15
H -1.4415 4.4013 2.6506 -0.033 -0.080 -0.026 0.08
H -2.4596 6.5313 1.9212 -0.032 -0.030 -0.055 0.10
H -1.6871 8.6609 2.9019 -0.043 0.052 0.006 0.10
H 0.0309 8.6440 4.6719 -0.005 0.040 0.053 0.10
H 1.0129 6.5095 5.4272 0.115 0.018 0.023 0.11
```
Forces are in eV/Å.

Values from the calculation:
* E_HOMO (alpha / beta): -0.27039 / -0.27289 Eh
* Kohn-Sham gap (alpha / beta): 8.01 / 8.04 eV
* net charge: 0
* E: -105304.0657 eV
* multiplicity: 5
* ⟨S²⟩: 6.008
* largest force on an atom: 1.59 eV Å⁻¹
* lowest unoccupied orbital energy (alpha / beta): 0.65 / 0.62 eV